ORCA calculation (ωB97M-V with the def2-TZVPD basis set) on a cluster of 10 separate species, C45H117N11O17 in total at a distorted geometry.

HOMO energy = -8.08 eV
calculated total energy = -3665.871968 a.u.
relative energy (zero: lowest compared OMol25 entry of this formula, charge and spin) = 0.0 kJ/mol
SMILES = COCCNCCOC.COCCNCCOC.COCCNCCOC.COCCNCCOC.COCCNCCOC.COCCNCCOC.COCCNCCOC.NC(N)=O.NC(N)=O.CO
molar mass = 1084.49 g mol⁻¹
frontier orbital gap = 8.628 eV
E_LUMO = 0.0201 Ha
net charge = 0

Element x y z (Å)
C: 0.004 3.132 -7.823
O: 0.089 2.443 -6.594
C: -1.181 2.333 -5.994
C: -1.014 1.991 -4.502
N: -0.227 0.797 -4.235
C: -0.956 -0.459 -4.442
C: -0.080 -1.629 -4.032
O: 0.958 -1.799 -4.963
C: 1.785 -2.928 -4.701
H: -0.515 2.487 -8.546
H: 0.991 3.354 -8.221
H: -0.613 4.033 -7.764
H: -1.737 1.464 -6.370
H: -1.738 3.269 -6.063
H: -1.974 2.073 -3.993
H: -0.382 2.779 -4.072
H: 0.621 0.789 -4.788
H: -1.203 -0.620 -5.501
H: -1.893 -0.453 -3.883
H: -0.720 -2.514 -3.948
H: 0.321 -1.385 -3.041
H: 1.202 -3.855 -4.730
H: 2.183 -2.765 -3.698
H: 2.505 -3.075 -5.503
C: 9.521 -0.620 -1.537
O: 9.245 0.763 -1.700
C: 9.113 1.163 -3.052
C: 7.721 0.967 -3.636
N: 6.779 1.730 -2.852
C: 5.379 1.599 -3.265
C: 4.516 2.547 -2.464
O: 4.289 2.070 -1.152
C: 3.423 0.956 -1.017
H: 9.442 -0.820 -0.468
H: 10.556 -0.869 -1.786
H: 8.806 -1.231 -2.089
H: 9.872 0.762 -3.730
H: 9.271 2.243 -3.012
H: 7.465 -0.109 -3.628
H: 7.724 1.172 -4.708
H: 6.870 1.513 -1.868
H: 5.085 0.561 -3.059
H: 5.305 1.817 -4.331
H: 3.545 2.523 -2.984
H: 4.935 3.551 -2.453
H: 3.744 -0.022 -1.383
H: 2.493 1.269 -1.506
H: 3.302 0.928 0.060
C: -3.129 -1.684 -0.953
O: -3.462 -3.061 -0.933
C: -4.527 -3.335 -0.059
C: -4.841 -4.833 -0.154
N: -5.211 -5.183 -1.518
C: -5.319 -6.593 -1.785
C: -5.946 -6.863 -3.127
O: -5.121 -6.346 -4.155
C: -5.633 -6.610 -5.452
H: -2.405 -1.468 -1.736
H: -2.807 -1.465 0.068
H: -3.997 -1.056 -1.189
H: -5.456 -2.768 -0.150
H: -4.197 -3.245 0.986
H: -5.670 -5.054 0.523
H: -3.998 -5.442 0.196
H: -4.579 -4.744 -2.175
H: -6.057 -7.061 -1.124
H: -4.380 -7.160 -1.737
H: -6.944 -6.412 -3.227
H: -6.156 -7.927 -3.304
H: -5.664 -7.663 -5.740
H: -4.955 -6.094 -6.129
H: -6.619 -6.143 -5.530
C: -5.710 5.428 4.707
O: -4.374 5.842 4.707
C: -3.590 5.212 5.742
C: -2.211 4.949 5.180
N: -2.204 3.654 4.469
C: -0.910 3.481 3.794
C: 0.215 3.041 4.743
O: 0.672 4.119 5.506
C: 1.631 3.759 6.483
H: -6.323 5.600 5.596
H: -5.855 4.393 4.371
H: -6.198 5.949 3.876
H: -4.039 4.237 5.959
H: -3.623 5.904 6.587
H: -1.597 4.777 6.066
H: -1.929 5.780 4.531
H: -2.986 3.654 3.807
H: -0.571 4.397 3.292
H: -0.896 2.765 2.968
H: 0.982 2.567 4.116
H: -0.187 2.169 5.282
H: 1.425 2.782 6.930
H: 1.626 4.543 7.239
H: 2.616 3.742 6.007
C: 3.894 6.943 -0.962
O: 3.413 6.309 0.201
C: 2.794 5.070 -0.050
C: 2.816 4.218 1.207
N: 4.082 3.563 1.504
C: 3.968 2.559 2.576
C: 5.334 1.842 2.608
O: 5.367 1.133 1.377
C: 6.660 0.739 0.984
H: 4.667 6.360 -1.470
H: 4.299 7.926 -0.733
H: 3.084 7.110 -1.681
H: 3.296 4.545 -0.870
H: 1.728 5.169 -0.287
H: 2.006 3.474 1.165
H: 2.563 4.887 2.034
H: 4.439 3.129 0.661
H: 3.197 1.831 2.290
H: 3.745 2.987 3.552
H: 5.268 1.220 3.507
H: 6.130 2.585 2.656
H: 7.238 1.561 0.546
H: 6.559 -0.053 0.239
H: 7.284 0.351 1.796
C: -0.865 -4.383 -6.432
O: -0.846 -5.465 -5.526
C: -2.116 -5.659 -4.943
C: -2.008 -6.716 -3.852
N: -1.127 -6.250 -2.767
C: -1.758 -5.220 -1.922
C: -0.724 -4.639 -0.947
O: 0.330 -4.011 -1.686
C: 1.068 -3.198 -0.795
H: 0.122 -4.119 -6.800
H: -1.310 -3.511 -5.939
H: -1.534 -4.581 -7.278
H: -2.824 -5.840 -5.760
H: -2.521 -4.778 -4.426
H: -1.627 -7.679 -4.194
H: -3.011 -6.856 -3.459
H: -0.383 -5.666 -3.150
H: -2.541 -5.672 -1.307
H: -2.188 -4.349 -2.431
H: -0.353 -5.310 -0.174
H: -1.320 -3.853 -0.468
H: 1.296 -3.622 0.185
H: 0.538 -2.256 -0.617
H: 2.025 -2.939 -1.253
C: -4.146 3.247 1.396
O: -4.311 2.934 2.771
C: -4.469 1.526 2.995
C: -4.601 1.273 4.518
N: -3.268 1.100 5.083
C: -3.328 0.770 6.514
C: -1.946 0.482 7.095
O: -2.153 -0.244 8.302
C: -0.926 -0.529 8.936
H: -5.047 2.999 0.826
H: -3.354 2.651 0.930
H: -3.878 4.298 1.327
H: -3.554 1.038 2.643
H: -5.291 1.140 2.385
H: -5.160 0.336 4.585
H: -5.129 2.139 4.928
H: -2.783 2.001 4.953
H: -3.975 -0.095 6.661
H: -3.698 1.588 7.142
H: -1.403 1.393 7.372
H: -1.316 -0.144 6.450
H: -0.280 -1.155 8.313
H: -1.175 -1.118 9.819
H: -0.424 0.379 9.282
N: 1.757 -2.269 2.485
C: 2.257 -1.109 1.992
N: 3.562 -1.122 1.662
O: 1.519 -0.109 1.923
H: 0.787 -2.319 2.782
H: 2.328 -3.091 2.410
H: 3.960 -0.270 1.274
H: 4.184 -1.852 1.947
N: -1.115 -0.331 3.367
C: -1.695 -1.538 3.189
N: -2.913 -1.587 3.743
O: -1.118 -2.499 2.640
H: -0.156 -0.164 3.075
H: -1.683 0.279 3.956
H: -3.281 -0.775 4.232
H: -3.371 -2.481 3.769
C: -0.464 0.869 -0.525
O: -1.179 1.631 -1.465
H: 0.137 1.487 0.159
H: -1.149 0.294 0.106
H: 0.319 0.299 -1.038
H: -0.938 1.303 -2.343

Cartesian forces (eV/Å) of the 2 atoms listed first:
C -0.603 -0.667 -0.600
O 0.005 0.546 0.152


ORCA calculation (ωB97M-V with the def2-TZVPD basis set) on a cluster of 10 separate species, C45H118N10O10 in total at a distorted geometry.

HOMO energy = -8.12 eV
calculated total energy = -3084.822100 a.u.
relative energy (zero: lowest compared OMol25 entry of this formula, charge and spin) = 430.8 kJ/mol
SMILES = CC1(C)CCCC(C)(C)N1O.COC[C@H](C)N.COC[C@H](C)N.COC[C@H](C)N.COC[C@H](C)N.COC[C@H](C)N.COC[C@H](C)N.COC[C@H](C)N.COC[C@H](C)N.COC[C@H](C)N
molar mass = 959.50 g mol⁻¹
frontier orbital gap = 8.536 eV
E_LUMO = 0.0155 Ha
net charge = 0

Element x y z (Å)
C: -19.914 15.385 -2.225
C: -21.042 15.354 -1.107
C: -20.764 16.391 -0.022
C: -22.454 15.624 -1.773
C: -23.032 14.493 -2.552
C: -23.001 13.249 -1.572
C: -21.631 12.813 -1.070
C: -21.960 11.742 0.006
C: -20.675 12.141 -2.088
N: -21.045 13.998 -0.481
O: -19.878 13.755 0.275
H: -20.124 14.657 -3.008
H: -19.788 16.367 -2.682
H: -19.010 15.132 -1.670
H: -19.782 16.345 0.448
H: -20.818 17.385 -0.465
H: -21.559 16.337 0.723
H: -23.203 15.912 -1.036
H: -22.301 16.501 -2.402
H: -24.055 14.741 -2.834
H: -22.628 14.349 -3.554
H: -23.307 12.381 -2.156
H: -23.700 13.384 -0.746
H: -22.592 10.895 -0.262
H: -22.526 12.285 0.762
H: -21.041 11.342 0.435
H: -20.932 11.106 -2.316
H: -19.694 12.092 -1.616
H: -20.605 12.781 -2.967
H: -20.255 13.679 1.155
C: -18.901 1.931 1.562
O: -19.112 0.554 1.784
C: -19.986 0.024 0.824
C: -20.408 -1.426 1.079
C: -21.360 -1.906 -0.035
N: -21.017 -1.518 2.427
H: -19.689 2.556 1.982
H: -18.750 2.266 0.536
H: -18.048 2.220 2.176
H: -20.834 0.707 0.873
H: -19.479 0.167 -0.130
H: -19.512 -2.039 0.984
H: -20.874 -1.875 -1.010
H: -22.243 -1.269 -0.002
H: -21.619 -2.945 0.169
H: -20.540 -1.025 3.168
H: -21.820 -0.909 2.496
C: -25.732 -9.039 -3.810
O: -26.134 -7.822 -4.394
C: -27.248 -7.144 -3.804
C: -28.136 -6.504 -4.900
C: -27.423 -5.429 -5.694
N: -29.417 -6.012 -4.429
H: -25.843 -9.000 -2.726
H: -24.722 -9.190 -4.190
H: -26.343 -9.896 -4.093
H: -27.933 -7.824 -3.298
H: -27.037 -6.424 -3.013
H: -28.281 -7.256 -5.676
H: -28.025 -5.197 -6.573
H: -26.417 -5.814 -5.864
H: -27.257 -4.514 -5.126
H: -29.868 -6.734 -3.886
H: -30.082 -5.821 -5.165
C: -9.465 -2.347 -8.448
O: -8.340 -3.164 -8.347
C: -7.867 -3.596 -9.639
C: -6.889 -4.788 -9.342
C: -7.682 -6.010 -9.103
N: -6.093 -4.556 -8.137
H: -10.251 -3.020 -8.790
H: -9.409 -1.503 -9.136
H: -9.692 -1.961 -7.454
H: -8.738 -3.929 -10.204
H: -7.528 -2.773 -10.269
H: -6.245 -4.824 -10.221
H: -8.231 -6.019 -8.162
H: -7.027 -6.881 -9.110
H: -8.398 -6.181 -9.907
H: -5.992 -5.460 -7.700
H: -6.796 -4.105 -7.569
C: -29.721 2.136 -3.250
O: -29.633 3.267 -4.126
C: -29.312 2.917 -5.503
C: -29.748 4.090 -6.432
C: -31.265 4.135 -6.678
N: -29.167 4.047 -7.757
H: -30.600 1.515 -3.425
H: -29.703 2.614 -2.271
H: -28.786 1.591 -3.381
H: -28.242 2.715 -5.450
H: -29.793 2.008 -5.864
H: -29.558 5.092 -6.048
H: -31.885 3.756 -5.865
H: -31.643 3.596 -7.546
H: -31.633 5.161 -6.650
H: -28.187 4.290 -7.764
H: -29.590 4.810 -8.266
C: -22.313 4.442 -11.793
O: -21.980 3.301 -12.609
C: -23.061 2.400 -13.086
C: -22.479 1.248 -13.948
C: -23.538 0.308 -14.625
N: -21.862 0.330 -13.001
H: -23.281 4.901 -11.993
H: -21.548 5.218 -11.823
H: -22.360 4.240 -10.723
H: -23.572 2.032 -12.196
H: -23.798 2.918 -13.700
H: -21.668 1.565 -14.603
H: -24.329 -0.114 -14.006
H: -22.976 -0.478 -15.130
H: -24.096 0.918 -15.335
H: -22.491 0.173 -12.226
H: -21.121 0.796 -12.498
C: -10.552 2.796 -14.606
O: -11.614 3.805 -14.377
C: -12.942 3.188 -14.369
C: -13.956 4.194 -13.772
C: -13.606 4.825 -12.411
N: -15.233 3.593 -13.908
H: -10.894 1.761 -14.604
H: -9.767 2.952 -13.867
H: -10.227 2.872 -15.644
H: -13.293 2.915 -15.365
H: -13.086 2.260 -13.815
H: -13.914 5.019 -14.483
H: -13.581 4.045 -11.650
H: -14.318 5.575 -12.068
H: -12.662 5.369 -12.379
H: -16.034 4.162 -13.676
H: -15.427 3.335 -14.865
C: -13.812 -3.378 -14.713
O: -12.498 -3.550 -15.135
C: -12.321 -3.895 -16.510
C: -10.889 -4.170 -16.843
C: -10.676 -4.121 -18.367
N: -10.537 -5.496 -16.370
H: -14.414 -4.001 -15.375
H: -14.166 -2.364 -14.900
H: -13.835 -3.679 -13.666
H: -12.949 -4.665 -16.958
H: -12.648 -2.991 -17.024
H: -10.269 -3.477 -16.274
H: -10.913 -5.006 -18.958
H: -9.607 -3.909 -18.337
H: -11.279 -3.350 -18.847
H: -11.059 -6.271 -16.754
H: -10.797 -5.315 -15.411
C: -15.435 -8.556 -9.776
O: -16.805 -8.958 -9.355
C: -17.371 -7.900 -8.558
C: -18.803 -8.138 -8.107
C: -19.818 -7.678 -9.079
N: -19.288 -7.340 -7.011
H: -15.044 -9.315 -10.453
H: -14.760 -8.510 -8.921
H: -15.466 -7.571 -10.242
H: -16.706 -7.821 -7.697
H: -17.305 -6.878 -8.931
H: -18.980 -9.192 -7.889
H: -19.846 -6.621 -9.343
H: -20.817 -7.993 -8.778
H: -19.526 -8.204 -9.988
H: -18.801 -7.595 -6.164
H: -20.226 -7.710 -6.958
C: -22.145 3.014 -4.621
O: -21.508 1.761 -4.851
C: -20.201 1.785 -5.411
C: -19.683 0.415 -6.044
C: -18.456 0.585 -6.976
N: -20.802 -0.259 -6.660
H: -22.983 2.876 -3.938
H: -22.438 3.430 -5.584
H: -21.579 3.687 -3.976
H: -20.215 2.519 -6.216
H: -19.467 2.183 -4.711
H: -19.372 -0.201 -5.201
H: -17.712 1.219 -6.495
H: -18.748 1.206 -7.823
H: -17.967 -0.351 -7.246
H: -21.653 0.236 -6.438
H: -20.920 -1.255 -6.540

Cartesian forces (eV/Å) of the 2 atoms listed first:
C -0.773 0.156 1.186
C 0.199 -1.083 -1.297